Entry 1:
23
Properties=species:S:1:pos:R:3 method="wB97M-V/def2-TZVPD" charge=+1
N -0.6724 -0.7609 1.4193
H -1.5235 -1.2647 1.6350
H 0.1780 -1.2133 1.7951
H -0.4960 -0.5378 0.4317
H -0.6643 0.1290 1.8669
H 2.6380 -2.0029 1.5003
H 2.1113 -1.1259 2.7185
O 1.8819 -1.7755 2.0436
H -2.7866 1.6922 -0.1639
H -1.5411 1.1225 -0.8272
O -2.0768 1.0575 -0.0223
H -0.8366 -1.0827 -1.7505
H 0.2100 -2.2645 -1.5373
O -0.0524 -1.3826 -1.2654
H 1.0797 1.2656 0.8718
H 1.3840 2.1584 2.0607
O 1.1157 1.2545 1.8584
H -0.8064 0.8882 -3.3140
H -2.0564 0.1206 -3.2373
O -1.3983 0.5260 -2.6833
H 1.8229 1.7464 -1.2807
H 1.3121 0.2881 -1.2567
O 1.1772 1.1617 -0.8629

Entry 2:
26
Properties=species:S:1:pos:R:3 method="wB97M-V/def2-TZVPD" charge=-1
Na 0.0190 0.1101 -0.5034
O -1.0297 -0.8360 1.3967
H -0.2009 -0.4009 1.6326
O -0.8892 2.3466 -0.2201
H -1.3240 3.0092 0.3179
O 1.1223 1.2956 -2.3730
H 2.0799 1.2237 -2.4390
H 0.9546 2.2132 -2.1011
O 1.3771 2.4885 1.0813
H 0.5206 2.4729 0.5717
H 1.7133 1.5925 1.0017
O 1.1334 -2.1304 2.1011
H 1.2001 -2.7193 1.3419
H 0.2566 -1.6468 1.9711
O -2.8431 -1.4115 -0.9366
H -2.9073 -2.3671 -1.0226
H -2.2199 -1.2768 -0.1957
O -2.9334 0.9742 1.0660
H -2.2892 1.6030 0.6906
H -2.4814 0.1197 0.9993
O 0.4893 -1.7228 -1.8891
H 1.0250 -1.3834 -2.6153
H -0.0144 -2.4489 -2.2694
O 2.1718 -0.1073 0.6208
H 1.9378 -0.9293 1.1196
H 3.1320 -0.0686 0.6531

Entry 3:
Here is a cluster of 8 separate species, H16O8 in total from the Open Molecules 2025 dataset. Energies are from ωB97M-V/def2-TZVPD.

Geometry as XYZ:
```
24
H16O8, DFT ωB97M-V/def2-TZVPD
O 1.9625 1.4774 -0.4221
H 1.4812 1.4715 -1.2362
H 1.9251 0.5946 -0.1262
O 0.2148 -0.5905 0.2705
H 0.1378 -0.8868 -0.6194
H -0.7184 -0.3893 0.4243
O -1.4947 2.5763 -0.6225
H -2.3281 2.9642 -0.5132
H -1.6700 1.8500 -0.0237
O 0.6697 -1.8928 -2.2137
H 0.8112 -2.7899 -2.5364
H 0.0593 -1.5135 -2.8665
O 2.5125 -0.2994 -3.1053
H 2.9308 -0.7168 -3.8845
H 1.7261 -0.7865 -2.8877
O 1.1157 -1.2147 2.8635
H 0.3456 -0.7401 3.1988
H 1.0427 -1.3829 1.9191
O -0.9550 0.3727 3.5059
H -0.8095 0.5237 4.4308
H -0.4887 1.0184 2.9909
O -2.4950 0.2878 0.4501
H -2.9919 0.1437 1.2644
H -2.9838 -0.0771 -0.2610
```

Atomic partial charges in e from the natural (NBO) method, atoms 1 to 6: O -0.937; H 0.462; H 0.474; O -0.975; H 0.475; H 0.486

Entry 4:
Here is a cluster of 8 separate species, H16O8 in total from the Open Molecules 2025 dataset. Energies are from ωB97M-V/def2-TZVPD.

Geometry as XYZ:
```
24
H16O8, DFT ωB97M-V/def2-TZVPD
O 0.3889 -0.7695 -1.5102
H 0.3906 -0.3854 -0.6263
H -0.5336 -0.7209 -1.7853
O -4.4218 -0.6270 -0.9822
H -3.5879 -0.5596 -0.5036
H -4.4959 0.2157 -1.4441
O 2.1362 0.0328 2.4738
H 1.8529 0.0284 3.3951
H 2.2784 -0.8980 2.2678
O 2.9672 -1.5835 0.4076
H 3.7129 -0.9763 0.4732
H 2.2795 -1.0646 -0.0244
O 0.6509 -2.5130 3.0244
H -0.2225 -2.7137 3.3793
H 1.2324 -3.1456 3.4610
O -1.5268 3.2362 -2.7034
H -0.7153 2.8109 -3.0026
H -1.9984 3.4413 -3.5186
O -0.7741 0.8541 2.3339
H 0.1739 1.0009 2.2410
H -1.1723 1.6445 1.9521
O 0.4915 0.6976 -2.7632
H 1.1958 0.9272 -3.3798
H -0.3024 1.0674 -3.1657
```

Atomic partial charges in e from the natural (NBO) method, atoms 1 to 6: O -0.911; H 0.460; H 0.464; O -0.936; H 0.469; H 0.467

Entry 5:
Here is a cluster of 8 separate species, H16O8 in total from the Open Molecules 2025 dataset. Energies are from ωB97M-V/def2-TZVPD.

Geometry as XYZ:
```
24
H16O8, DFT ωB97M-V/def2-TZVPD
O 0.9007 0.2231 -0.2223
H 0.7247 0.4071 -1.1133
H 0.0507 0.0671 0.0337
O -0.2893 -1.9159 -2.6333
H -0.0823 -1.0919 -2.9433
H -0.7803 -2.3409 -3.3873
O -1.5193 -0.0309 1.4037
H -1.6713 -0.1199 0.4197
H -2.3803 -0.0849 1.9057
O -2.0213 -0.7889 -0.9403
H -1.3823 -1.1399 -1.4393
H -2.9003 -1.0499 -1.0383
O 0.8127 0.6381 -2.9473
H 1.4757 1.3421 -2.8533
H 0.0137 1.0451 -3.3203
O 2.5187 2.9081 0.8817
H 1.8247 2.5501 0.3487
H 2.4147 2.3651 1.8537
O 0.8827 -1.7429 2.4937
H 0.9407 -2.5949 1.9507
H -0.0283 -1.4549 2.2787
O 0.0387 1.2981 3.2367
H -0.4173 0.7271 2.5307
H 0.8747 0.7851 3.5007
```

Atomic partial charges in e from the natural (NBO) method, atoms 1 to 6: O -0.924; H 0.460; H 0.448; O -0.934; H 0.477; H 0.477

Entry 6:
Here is a cluster of 8 separate species, H16O8 in total from the Open Molecules 2025 dataset. Energies are from ωB97M-V/def2-TZVPD.

Geometry as XYZ:
```
24
H16O8, DFT ωB97M-V/def2-TZVPD
O -0.5355 0.0006 4.5033
H -1.1455 -0.4427 5.1050
H -1.0218 0.8148 4.3281
O -1.4501 2.1269 1.8663
H -2.1537 2.5004 2.4028
H -0.6926 2.7584 1.9301
O -0.9357 -1.5761 0.9820
H -1.6530 -1.7601 0.3530
H -0.8334 -2.3848 1.4322
O 1.1478 2.5935 1.1702
H 1.7926 3.1084 0.6391
H 1.2249 1.6956 0.8618
O -0.5765 -2.1923 -2.6486
H -0.7015 -2.7507 -3.4074
H 0.3311 -2.2147 -2.3191
O -0.1856 0.1879 -4.3942
H 0.6588 0.6245 -4.6113
H -0.0132 -0.4564 -3.7140
O 1.9732 -1.2214 -1.7458
H 1.6007 -0.5686 -1.0847
H 2.6545 -1.8754 -1.4278
O 0.5594 0.3181 -0.1877
H -0.0966 0.9079 -0.4965
H 0.0515 -0.1939 0.4632
```

Atomic partial charges in e from the natural (NBO) method, atoms 1 to 6: O -0.930; H 0.459; H 0.470; O -0.970; H 0.462; H 0.503

Entry 7:
Here is a cluster of 8 separate species, H16O8 in total from the Open Molecules 2025 dataset. Energies are from ωB97M-V/def2-TZVPD.

Geometry as XYZ:
```
24
H16O8, DFT ωB97M-V/def2-TZVPD
O -0.1050 1.4123 -0.8138
H 0.4359 1.1046 -1.5781
H 0.3936 1.1420 -0.0498
O 0.4453 -1.3594 2.5997
H 0.0687 -2.1566 3.0533
H 1.3816 -1.5257 2.5526
O -3.1558 0.4050 2.7226
H -3.1146 1.0174 2.0249
H -3.3357 0.7996 3.5864
O 1.9216 -2.9002 -1.9253
H 2.8381 -3.0765 -1.9503
H 1.6807 -3.4406 -1.0811
O -2.5792 2.5922 -1.3811
H -2.9438 1.8284 -0.8406
H -2.2404 2.1154 -2.1364
O 1.6601 1.5883 -4.5338
H 1.2451 0.8893 -4.0105
H 2.6112 1.2530 -4.7789
O 0.6840 2.3178 1.9139
H 0.9031 1.6059 2.4234
H -0.2765 2.1103 1.7624
O 0.5219 -2.5195 1.2118
H 0.4854 -1.8418 0.5232
H 0.4744 -3.3611 0.7059
```

Atomic partial charges in e from the natural (NBO) method, atoms 1 to 6: O -0.944; H 0.463; H 0.476; O -0.910; H 0.478; H 0.468

Entry 8:
Here is a cluster of 8 separate species, H16O8 in total from the Open Molecules 2025 dataset. Energies are from ωB97M-V/def2-TZVPD.

Geometry as XYZ:
```
24
H16O8, DFT ωB97M-V/def2-TZVPD
O 10.2170 23.8429 23.5214
H 10.5428 24.4052 22.8186
H 9.2651 23.8631 23.4231
O 3.7951 22.7567 20.5427
H 4.3166 23.5142 20.2773
H 4.2608 22.3974 21.2978
O 4.0866 25.6052 21.8386
H 4.6924 25.9419 21.1783
H 3.9919 26.3224 22.4654
O 1.8229 23.2289 22.8490
H 2.1481 23.8227 23.5256
H 2.3140 23.4686 22.0631
O 5.5489 23.5539 22.8494
H 4.9091 24.2046 22.5604
H 6.3293 24.0642 23.0656
O 7.6775 25.3192 22.9654
H 7.6019 25.9249 23.7027
H 7.8852 25.8777 22.2163
O 4.7588 22.2688 25.7081
H 4.5936 22.9125 25.0192
H 4.2260 22.5649 26.4461
O 6.3088 21.1440 22.1297
H 6.2071 21.9044 22.7021
H 5.6914 20.4992 22.4751
```

Atomic partial charges in e from the natural (NBO) method, atoms 1 to 6: O -0.939; H 0.459; H 0.478; O -0.946; H 0.459; H 0.491

Entry 9:
Here is a cluster of 8 separate species, H16O8 in total from the Open Molecules 2025 dataset. Energies are from ωB97M-V/def2-TZVPD.

Geometry as XYZ:
```
24
H16O8, DFT ωB97M-V/def2-TZVPD
O 1.8527 0.8487 2.8075
H 1.3514 1.4819 2.3498
H 2.6094 0.6408 2.2507
O 0.2435 -1.8189 -1.9670
H -0.1968 -2.1766 -1.1655
H 0.9651 -2.4102 -2.3145
O -0.9199 -2.3838 0.0993
H -0.6747 -1.8259 0.9047
H -1.6953 -2.9639 0.3075
O -0.5615 -0.6315 2.1271
H 0.2600 -0.2847 2.5197
H -0.9241 0.1472 1.6829
O -1.0132 0.4366 -2.9094
H -1.5324 0.0432 -3.5458
H -0.4036 -0.2283 -2.5380
O 2.6278 -0.0682 -0.9799
H 2.1826 0.1497 -0.1443
H 1.8661 -0.4465 -1.5159
O 0.3582 2.5218 1.3525
H -0.3275 2.3526 0.6789
H 0.2905 3.4233 1.7427
O -2.1634 0.9457 -0.1936
H -1.7740 0.4713 -0.9808
H -2.4211 1.7757 -0.5685
```

Atomic partial charges in e from the natural (NBO) method, atoms 1 to 6: O -0.967; H 0.490; H 0.474; O -1.035; H 0.508; H 0.487

Entry 10:
Here is a cluster of 8 separate species, H16O8 in total from the Open Molecules 2025 dataset. Energies are from ωB97M-V/def2-TZVPD.

Geometry as XYZ:
```
24
H16O8, DFT ωB97M-V/def2-TZVPD
O -0.9904 0.0440 0.8308
H -0.4515 -0.7545 0.8613
H -0.3502 0.7545 0.7109
O 2.9838 0.8257 -0.6714
H 2.5325 0.9668 0.1685
H 2.4621 1.3301 -1.3056
O -0.0917 2.8537 1.3714
H -0.4551 2.7479 0.4849
H 0.5505 3.5664 1.2780
O -3.1431 -3.3641 1.1372
H -3.9874 -3.6097 0.7423
H -3.3645 -3.1519 2.0509
O 2.4837 -0.4305 -3.1854
H 2.5247 0.2494 -2.5035
H 3.4061 -0.6628 -3.3408
O -2.3696 -1.3726 -0.9461
H -2.9127 -2.1100 -0.6456
H -1.8425 -1.1394 -0.1736
O -1.0436 -2.7418 2.4241
H -0.1774 -3.0823 2.1738
H -1.3162 -2.2136 1.6652
O 1.4892 3.8545 -0.9105
H 2.2149 3.4491 -0.4225
H 1.8485 3.9913 -1.7943
```

Atomic partial charges in e from the natural (NBO) method, atoms 1 to 6: O -0.934; H 0.457; H 0.487; O -0.930; H 0.480; H 0.455

Entry 11:
Here is a cluster of 8 separate species, H16O8 in total from the Open Molecules 2025 dataset. Energies are from ωB97M-V/def2-TZVPD.

Geometry as XYZ:
```
24
H16O8, DFT ωB97M-V/def2-TZVPD
O 3.4439 3.9512 -13.2418
H 4.3597 4.0691 -13.4348
H 3.4896 3.7893 -12.2792
O 5.4172 2.6987 -14.8608
H 5.0434 2.0427 -15.4169
H 6.3077 2.7264 -15.2288
O 8.1389 0.2755 -13.1366
H 8.4868 1.0468 -13.6084
H 8.0850 -0.4097 -13.7969
O 2.7762 -0.8844 -13.8914
H 2.1875 -0.5893 -14.5989
H 3.6285 -0.4483 -14.0028
O 5.6534 1.7995 -9.7059
H 5.6616 1.5432 -10.6226
H 5.5867 1.0097 -9.1942
O 9.5005 0.0769 -10.7039
H 10.1978 -0.5106 -10.2929
H 8.8282 -0.4604 -11.1231
O 5.6323 1.0321 -12.3187
H 6.5881 0.8157 -12.3741
H 5.3391 1.3057 -13.1702
O 4.4919 -1.3387 -11.4095
H 3.5457 -1.1607 -11.2344
H 4.9391 -0.5898 -11.8376
```

Atomic partial charges in e from the natural (NBO) method, atoms 1 to 6: O -0.940; H 0.470; H 0.470; O -0.933; H 0.471; H 0.469

The evaluated relative energy (zero: lowest compared OMol25 entry of this formula, charge and spin) for the records listed, in turn: 22.0 0.0 64.9 102.3 82.0 45.9 141.0 53.5 35.1 73.6 59.8 kcal per mole.
The evaluated HOMO for the records listed, in turn: -14.67 -4.59 -9.97 -9.36 -10.17 -10.72 -9.21 -10.60 -11.10 -10.55 -10.52 eV.
The evaluated orbital gap for the records listed, in turn: 11.8 6.4 9.7 9.5 9.9 11.2 9.2 9.9 11.3 10.4 10.0 eV.